[1]
C4H13NO as an isolated structure in a non-equilibrium geometry, computed with ωB97M-V/def2-TZVPD.

As for the total energy: -290.05049 hartree. The calculation puts the frontier orbital gap at 8.63 eV. The calculation puts the energy above the lowest of the compared OMol25 structures with the same formula, charge and spin at 91.9 kcal/mol. Its net charge is 0.

Cartesian coordinates (Å):
C: 1.52719 0.85958 0.61040
C: 2.10696 -0.49072 0.30210
O: 0.24718 1.11189 -1.76994
H: 0.43015 0.50490 -2.49835
H: 1.74332 1.61224 -0.12760
H: 1.76944 1.20633 1.61323
H: 3.20177 -0.45745 0.40530
H: 1.86815 -0.79908 -0.71053
H: 1.73837 -1.25670 0.98888
C: -1.34981 0.64307 0.87293
C: -1.90596 -1.28064 -0.41158
N: -1.66687 0.14043 -0.32057
H: -0.76873 0.57113 -1.17782
H: -1.69679 0.12369 1.77019
H: -1.53661 1.70773 0.97241
H: 0.19031 0.79266 0.84014
H: -2.59357 -1.47030 -1.23454
H: -0.96992 -1.80764 -0.62419
H: -2.33456 -1.71110 0.49955

Atoms 1-6, force components in eV/Å:
-2.555 -0.094 1.771
0.018 -0.221 0.147
-2.059 -1.445 0.731
-0.063 0.185 0.006
-0.449 0.140 -0.209
0.434 0.005 0.099

=====

[2]
C33H37CrN7O7P2 as an isolated structure in a non-equilibrium geometry, computed with ωB97M-V/def2-TZVPD.

Its expectation value of S² is 6.0372. As for the total energy: -3916.45605 hartree. The spin multiplicity is 5. The calculation puts the frontier orbital gap (spin up / spin down) at 6.35 / 6.92 eV. Its net charge is 0.

Cartesian coordinates (Å):
Cr: 0.30008 0.44747 -0.27710
C: 5.46591 4.46262 -3.04460
C: 5.45514 4.66190 -1.71796
C: 4.91114 5.90601 -1.06383
C: 3.69371 6.57245 -1.75402
C: 2.66074 5.65241 -2.32604
C: 2.68159 5.23297 -3.59438
C: 3.75511 5.72224 -4.52994
C: 5.22166 5.54516 -4.05615
C: -1.50898 -0.24721 -1.07884
H: 5.72612 3.49003 -3.48825
H: 6.03574 3.99314 -1.05524
H: 5.72504 6.65166 -1.00979
H: 4.63361 5.66682 -0.02509
H: 3.19364 7.16813 -0.97903
H: 4.05774 7.30622 -2.48852
H: 1.77245 5.52110 -1.70634
H: 1.87116 4.63573 -4.03716
H: 3.64046 6.80044 -4.70939
H: 3.66849 5.21412 -5.49576
H: 5.81031 5.24752 -4.93793
H: 5.65950 6.50273 -3.72102
H: -1.31543 -1.17815 -1.63175
H: -1.93731 0.51024 -1.76285
H: -2.23661 -0.46765 -0.26759
P: -0.26943 2.73186 -0.49015
P: 2.20791 1.39534 0.66581
N: -0.74495 3.24259 -2.07667
N: -1.62302 3.17217 0.48115
N: 3.18718 1.08933 -0.70303
N: 3.09397 0.64810 1.89799
C: 1.05695 3.83277 0.04783
C: 2.08252 3.17184 0.98561
C: -0.68367 2.35298 -3.15945
C: -1.27965 2.95697 -4.24783
C: -1.70760 4.26128 -3.84883
C: -1.36356 4.42159 -2.51674
C: -2.86350 2.51584 0.40608
C: -3.64162 2.93451 1.47110
C: -2.87109 3.87149 2.23670
C: -1.63971 3.99655 1.61220
C: 2.96196 0.13352 -1.72382
C: 3.88955 0.36928 -2.72318
C: 4.71391 1.44813 -2.30015
C: 4.25169 1.89341 -1.08046
C: 4.45588 0.70571 2.24016
C: 4.65674 -0.08651 3.36843
C: 3.38600 -0.65479 3.72569
C: 2.45168 -0.19598 2.82220
H: 0.62506 4.73408 0.50252
H: 1.56259 4.12652 -0.87767
H: 3.06426 3.66445 0.91015
H: 1.73849 3.25464 2.03033
H: -0.24465 1.37047 -3.03563
H: -1.39163 2.51735 -5.22656
H: -2.21110 4.98200 -4.47752
H: -1.49361 5.25965 -1.84395
H: -3.07507 1.82149 -0.39143
H: -4.63880 2.58576 1.69844
H: -3.17685 4.35536 3.15405
H: -0.78009 4.59856 1.85730
H: 2.23240 -0.66276 -1.60732
H: 3.96984 -0.14828 -3.66950
H: 5.55043 1.87073 -2.83445
H: 4.57515 2.71007 -0.44830
H: 5.14066 1.30996 1.66541
H: 5.58894 -0.24440 3.89117
H: 3.17601 -1.32084 4.55105
H: 1.38821 -0.35521 2.74585
O: -2.06431 -6.84494 1.50216
N: -2.15902 -5.71738 2.02634
O: -2.86828 -5.49618 3.03084
C: -1.40953 -4.61122 1.46370
C: -0.58642 -4.82875 0.34083
C: 0.19371 -3.78189 -0.14655
C: 0.17109 -2.44995 0.43498
O: 0.83323 -1.49015 -0.09964
C: -0.73925 -2.27885 1.56425
C: -1.51212 -3.33708 2.05929
N: -0.87694 -1.02004 2.24676
O: -1.43017 -1.00968 3.35633
O: -0.43243 0.07450 1.72799
N: 0.97020 -4.01726 -1.35711
O: 0.90672 -5.17555 -1.83958
O: 1.63259 -3.11082 -1.89282
H: -0.54936 -5.80398 -0.15437
H: -2.17565 -3.16572 2.90738

Atoms 1-6, force components in eV/Å:
-1.524 -1.055 -0.089
0.371 -0.021 0.442
0.849 0.032 -0.597
0.288 0.099 0.020
0.192 0.524 0.512
-0.501 0.290 -0.613

=====

[3]
An isolated molecule of FNO4S in a non-equilibrium geometry, computed with ωB97M-V/def2-TZVPD.

As for the total energy: -853.48480 hartree. The calculation puts the frontier orbital gap (spin up / spin down) at 9.71 / 9.49 eV. The calculation puts the energy above the lowest of the compared OMol25 structures with the same formula, charge and spin at 108.9 kcal/mol. Its net charge is 0.

Cartesian coordinates (Å):
N: 0.64798 0.38593 -1.04791
O: -0.31976 -0.05945 -0.14504
O: 0.89136 1.59165 -0.96123
O: 0.41117 2.35622 -0.10456
O: -0.51961 -1.14321 2.17067
F: -0.84091 -2.58925 0.17117
S: 0.05801 -1.40488 0.88739

Atoms 1-6, force components in eV/Å:
-0.382 -2.792 -0.003
-0.267 0.725 0.398
0.874 -0.055 -1.044
-1.095 1.172 1.616
-0.241 0.086 -1.367
0.342 1.565 0.455

=====

What is the formula in the second record?
C33H37CrN7O7P2